44
Properties=species:S:1:pos:R:3:mulliken_spin:R:1 method="wB97M-V/def2-TZVPD" s_squared=1.18 total_charge=-2 fmax_ev_per_a=2.16 de_lowest_kj_mol=245.6 homo_energy_ha="-0.1044 / -0.1031" multiplicity=2 lumo_energy_ev="4.26 / 4.14"
Ru 0.11 0.48 -0.05 0.90
C -1.25 -2.87 2.66 0.00
C -0.40 -2.36 1.51 0.00
C 0.81 -3.26 1.26 0.00
O -0.02 -1.01 1.78 0.05
C -1.24 -2.38 0.21 0.00
O -1.85 -3.42 -0.05 0.00
O -1.21 -1.32 -0.49 0.05
H -0.63 -2.97 3.56 0.00
H -1.68 -3.83 2.39 0.00
H -2.06 -2.17 2.86 0.00
H 1.44 -3.30 2.15 0.00
H 1.40 -2.86 0.44 0.00
H 0.46 -4.26 1.01 0.00
H 0.96 -0.94 1.89 -0.01
C 6.01 4.70 -0.55 0.00
C 5.28 3.40 -0.30 0.00
C 3.89 3.35 -0.40 0.01
C 3.21 2.16 -0.16 0.03
C 3.92 1.01 0.14 0.01
C 5.30 1.05 0.23 0.00
C 5.97 2.25 0.03 0.00
S 3.10 -0.56 0.44 -0.02
O 4.14 -1.54 0.22 0.01
O 2.59 -0.50 1.81 0.00
N 1.87 -0.77 -0.53 0.03
C 2.21 -0.94 -1.93 -0.01
C 1.83 0.31 -2.75 0.01
O 2.35 0.44 -3.86 0.00
O 0.98 1.09 -2.18 -0.04
H 5.34 5.55 -0.43 0.00
H 6.42 4.73 -1.56 0.00
H 6.84 4.81 0.15 0.00
H 3.33 4.24 -0.67 0.00
H 2.13 2.15 -0.22 -0.03
H 5.83 0.14 0.48 0.00
H 7.05 2.28 0.13 0.00
H 1.62 -1.75 -2.37 0.00
H 3.27 -1.14 -2.08 0.00
Se 0.32 1.47 4.59 0.03
C 0.40 1.59 2.83 0.04
N 0.48 1.74 1.67 -0.04
N -2.19 2.61 -0.85 0.04
C -1.40 1.79 -0.64 -0.04